No. 1
# C5H6O3Rh

A structure of composition C5H6O3Rh (the ωB97M-V functional and the def2-TZVPD basis, OMol25).

Each line ends with the natural charge from an NBO analysis.
Geometry (Å):
O 2.62 0.79 -0.48  -0.731
C 1.57 0.20 -0.36  1.029
O 0.47 0.55 -0.98  -0.444
O 1.41 -0.87 0.40  -0.458
C 0.05 -1.32 0.34  -0.105
C -0.62 -0.35 -0.64  0.059
C -1.77 0.44 -0.06  -0.609
C -1.56 1.23 1.09  -0.051
Rh 4.56 0.46 0.21  0.922
H -0.37 -1.26 1.35  0.227
H 0.05 -2.36 -0.02  0.223
H -0.92 -0.84 -1.58  0.226
H -2.62 -0.22 0.26  0.264
H -2.12 1.57 -0.47  0.318
H -0.76 1.98 0.95  0.130

LUMO energy (spin up / spin down) = -5.153 / -5.486 eV
Total charge = +1
Energy = -529.86647 a.u.
Kohn-Sham gap (spin up / spin down) = 5.82 / 8.68 eV
Highest occupied orbital energy (spin up / spin down) = -11.0 / -14.2 eV
Spin multiplicity = 5

---

No. 2
# C5H6O3Tl

A structure of composition C5H6O3Tl (the ωB97M-V functional and the def2-TZVPD basis, OMol25).

Each line ends with the Löwdin spin population.
Geometry (Å):
C 0.08 1.29 -2.56  0.730
C 0.43 0.06 -1.80  0.127
C 0.67 0.29 -0.33  0.010
C 0.86 -0.69 0.56  -0.004
O 1.70 -1.17 1.30  -0.002
Tl 1.39 -0.97 3.51  0.000
H -0.05 1.24 -3.65  0.042
H -0.27 2.19 -2.05  0.046
H 1.33 -0.42 -2.24  0.021
H -0.37 -0.69 -1.97  0.033
H 0.22 1.17 0.15  0.000
O -2.79 -0.78 2.41  -0.001
O -0.70 -0.39 3.17  0.000
C -1.63 -0.46 2.35  -0.001
H -0.89 -0.66 1.15  0.000

LUMO energy (spin up / spin down) = -0.609 / -0.614 eV
Energy = -592.12340 a.u.
Kohn-Sham gap (spin up / spin down) = 7.40 / 7.42 eV
Highest occupied orbital energy (spin up / spin down) = -8.0 / -8.0 eV
Relative energy (zero: lowest compared OMol25 entry of this formula, charge and spin) = 3.033 eV
Spin multiplicity = 2